14
Properties=species:S:1:pos:R:3:mulliken_charge:R:1 method="wB97M-V/def2-TZVPD" orbital_gap_ev=8.35 smiles="C=C/C(CF)=N/N" total_charge=0 relative_energy_ev=3.192 homo_energy_ev=-8.3 multiplicity=1
H 1.64 1.63 0.16 0.31
H 1.60 -2.43 -1.61 0.27
F -1.55 -1.11 -1.16 -0.31
C 0.57 1.35 0.30 -0.03
C 0.41 0.03 -0.18 0.77
C -0.31 2.23 0.93 -0.79
N 1.40 -0.61 -0.80 -0.46
H 0.04 3.07 1.75 0.20
H -1.66 -0.02 0.50 0.20
H -0.04 -2.10 -0.93 0.31
C -0.92 -0.61 0.00 -0.58
H -0.86 -1.54 0.68 0.31
N 1.10 -1.93 -0.84 -0.42
H -1.42 2.05 1.19 0.23